Computed, not measured: a 8-piece molecular cluster, C16H48O8S8 overall at a distorted geometry, with ωB97M-V with the def2-TZVPD basis set.

* HOMO energy: -8.28 eV

Each line ends with the Mulliken charge.
Cartesian coordinates (Å):
C 5.70 -2.47 0.16  -0.866
S 4.63 -4.06 0.18  0.337
O 3.18 -3.65 0.35  -0.514
C 4.76 -4.39 -1.54  -0.922
H 6.71 -2.76 -0.14  0.441
H 5.68 -2.01 1.18  0.176
H 5.25 -1.78 -0.48  0.292
H 4.66 -3.43 -2.11  0.264
H 3.97 -5.06 -1.98  0.316
H 5.66 -4.85 -1.93  0.397
C 3.30 0.78 3.61  -1.203
S 2.87 -0.21 2.16  1.028
O 4.12 -0.03 1.34  -0.719
C 2.99 -1.80 3.02  -1.130
H 3.52 1.81 3.28  0.369
H 4.22 0.38 4.02  0.420
H 2.47 0.87 4.35  0.241
H 4.02 -1.93 3.44  0.406
H 2.68 -2.59 2.40  0.152
H 2.34 -1.73 3.89  0.433
C -1.47 -5.00 0.00  -0.800
S 0.13 -4.11 0.09  0.549
O 0.21 -3.27 -1.11  -0.471
C -0.51 -2.97 1.32  -0.793
H -1.82 -5.24 1.00  0.345
H -1.43 -5.91 -0.61  0.331
H -2.09 -4.30 -0.47  0.129
H -1.51 -2.61 0.95  0.467
H 0.12 -2.04 1.24  -0.154
H -0.54 -3.40 2.31  0.546
C -4.56 5.81 2.36  -1.128
S -3.38 4.52 2.03  0.594
O -3.13 3.97 3.44  -0.640
C -4.25 3.20 1.22  -0.650
H -4.11 6.48 3.05  0.355
H -5.47 5.31 2.70  0.292
H -4.76 6.38 1.53  0.439
H -3.57 2.39 0.90  0.043
H -4.59 3.63 0.26  0.384
H -5.10 2.88 1.88  0.335
C -2.71 0.22 3.58  -0.561
S -1.10 0.43 4.26  0.306
O -0.25 -0.47 3.41  -0.468
C -0.82 2.10 3.88  -0.395
H -3.46 0.88 3.99  0.393
H -2.99 -0.81 3.69  0.379
H -2.61 0.32 2.54  -0.139
H -1.06 2.32 2.84  -0.132
H 0.26 2.16 3.90  0.245
H -1.36 2.71 4.58  0.416
C 0.43 3.01 -0.47  -0.820
S -0.34 1.55 -1.11  0.461
O -1.46 1.15 -0.20  -0.642
C 0.87 0.34 -0.76  -0.467
H 1.19 3.34 -1.18  0.328
H 0.86 2.67 0.50  0.164
H -0.39 3.75 -0.24  0.285
H 0.73 -0.56 -1.41  0.249
H 0.75 0.30 0.28  -0.283
H 1.83 0.78 -0.89  0.636
C 0.10 1.00 -5.65  -0.697
S 1.39 2.21 -5.90  0.428
O 0.70 3.14 -6.85  -0.649
C 1.59 3.06 -4.35  -0.625
H 0.37 0.21 -4.90  0.247
H -0.11 0.55 -6.63  0.372
H -0.82 1.48 -5.27  0.230
H 2.28 3.90 -4.58  0.371
H 1.96 2.35 -3.56  0.143
H 0.62 3.58 -4.06  0.219
C -3.29 -1.39 -4.15  -1.059
S -1.88 -1.87 -3.16  0.540
O -0.94 -0.76 -3.38  -0.517
C -2.58 -1.62 -1.49  -0.487
H -4.07 -0.77 -3.73  0.285
H -3.69 -2.36 -4.40  0.381
H -2.87 -0.90 -4.98  0.334
H -1.72 -2.01 -0.90  -0.649
H -3.50 -2.18 -1.30  0.602
H -2.81 -0.61 -1.24  0.486



Computed, not measured: C16H48O9 as an isolated structure at a distorted geometry, with ωB97M-V with the def2-TZVPD basis set.

* HOMO energy: -7.61 eV

Each line ends with the Mulliken charge.
Cartesian coordinates (Å):
C -0.91 0.17 1.54  -1.540
C -0.28 0.77 0.24  -0.309
O -0.39 2.13 0.32  -0.693
O -0.63 -1.23 1.54  -0.630
H -1.98 0.37 1.49  0.550
H -0.50 0.53 2.48  0.671
H -0.74 0.41 -0.68  1.099
H 0.78 0.59 0.07  -0.064
H -0.06 2.53 -0.50  0.806
H -1.47 -1.61 1.30  0.319
C -1.97 -1.95 3.39  -0.437
C -3.20 -2.76 3.93  -0.664
O -3.42 -3.72 2.91  -0.568
H -1.62 -1.14 4.03  0.397
H -2.34 -1.48 2.48  -0.035
H -1.11 -2.62 3.30  0.397
H -3.98 -2.04 4.16  0.349
H -2.97 -3.15 4.92  0.372
H -4.34 -3.57 2.69  0.331
C -3.78 -0.64 0.25  -1.040
C -3.05 -1.89 -0.11  -0.070
O -2.15 -2.25 0.93  -0.524
H -4.24 -0.62 1.24  0.256
H -4.57 -0.41 -0.47  0.479
H -3.14 0.24 0.28  0.242
H -2.55 -1.78 -1.08  0.129
H -3.72 -2.74 -0.25  0.410
H -2.71 -2.65 1.59  0.379
C 4.20 0.89 0.19  -1.790
C 2.69 1.15 -0.03  0.995
O 2.19 0.11 -0.80  -0.728
H 4.57 -0.13 0.16  0.311
H 4.63 1.57 0.93  0.409
H 4.74 1.37 -0.63  0.546
H 2.61 2.06 -0.62  -0.516
H 2.12 1.17 0.90  0.282
H 1.69 0.58 -1.47  0.233
C 2.16 1.00 -3.98  -1.305
C 1.24 1.84 -3.07  -0.490
O 1.34 1.47 -1.74  0.360
H 3.11 1.50 -4.15  0.371
H 1.76 0.87 -4.99  0.399
H 2.19 -0.02 -3.60  0.152
H 0.19 1.69 -3.32  0.154
H 1.61 2.86 -2.99  0.229
H 0.84 2.16 -1.31  -1.135
C 1.72 -0.31 3.17  -1.389
C 1.59 -1.68 2.55  0.659
O 2.23 -2.59 3.35  -0.636
H 0.88 0.31 2.84  0.317
H 2.64 0.22 2.93  0.291
H 1.71 -0.31 4.26  0.348
H 1.72 -1.80 1.47  0.131
H 0.55 -1.98 2.65  -0.356
H 2.20 -3.30 2.70  0.408
C -0.98 3.26 -2.33  -0.767
C 0.01 4.16 -1.73  -0.290
O 0.99 3.38 -0.99  -0.617
H -1.98 3.68 -2.44  0.519
H -1.22 2.39 -1.72  0.122
H -0.75 2.84 -3.31  0.365
H -0.55 4.82 -1.07  0.431
H 0.49 4.74 -2.51  0.407
H 1.80 3.83 -1.23  0.631
C 0.40 -1.13 -1.43  2.902
C 0.06 -1.66 -2.77  -1.178
O 1.20 -1.68 -3.59  -0.620
H -0.42 -1.36 -0.75  -0.891
H 0.61 -0.07 -1.47  -1.307
H 1.34 -1.56 -1.06  0.408
H -0.78 -1.06 -3.13  0.282
H -0.28 -2.70 -2.72  0.397
H 1.95 -2.09 -3.15  0.341



Computed, not measured: a 11-piece molecular cluster, C16H50F3N10O18S overall at a distorted geometry, with ωB97M-V with the def2-TZVPD basis set.

* net charge: -1
* HOMO energy: -6.81 eV

Each line ends with the Mulliken charge.
Cartesian coordinates (Å):
C 0.72 -1.38 0.06  -0.004
F 2.00 -1.77 0.04  -0.205
F 0.04 -1.99 -0.90  -0.198
F 0.26 -1.72 1.25  -0.168
S 0.58 0.51 -0.32  0.219
O 1.29 1.22 0.74  -0.142
O 1.13 0.78 -1.64  -0.160
O -0.86 0.68 -0.23  -0.091
C -5.47 -2.08 -0.33  -0.254
C -4.29 -3.04 -0.05  -0.495
O -3.19 -2.47 0.58  -0.399
O -6.09 -1.60 0.86  -0.584
H -6.27 -2.59 -0.87  0.400
H -5.17 -1.18 -0.89  0.125
H -3.95 -3.33 -1.05  0.304
H -4.61 -3.93 0.49  0.356
H -2.65 -1.93 -0.01  0.036
H -5.40 -1.28 1.46  0.335
C 2.11 -4.58 -2.38  0.749
C 0.76 -5.21 -2.78  -0.691
O 0.96 -5.78 -4.08  -0.528
O 2.94 -5.56 -1.78  -0.547
H 1.86 -3.83 -1.63  -0.408
H 2.67 -4.10 -3.18  0.071
H -0.05 -4.49 -2.91  0.292
H 0.46 -5.93 -2.01  0.413
H 0.57 -5.18 -4.71  0.314
H 2.57 -6.44 -1.91  0.321
C 4.20 -1.13 -3.41  0.273
C 3.41 -0.06 -4.11  -0.474
O 1.98 -0.20 -4.06  -0.516
O 4.88 -0.55 -2.30  -0.597
H 4.84 -1.67 -4.11  0.384
H 3.59 -1.89 -2.91  -0.248
H 3.74 0.14 -5.13  0.432
H 3.65 0.93 -3.69  0.222
H 1.78 0.26 -3.23  0.088
H 5.17 -1.21 -1.67  0.299
C 4.48 0.94 1.97  0.262
C 4.85 -0.10 2.98  -0.307
O 5.66 -1.18 2.56  -0.555
O 3.51 1.81 2.53  -0.462
H 3.90 0.42 1.19  -0.182
H 5.30 1.40 1.41  0.257
H 3.93 -0.61 3.30  0.072
H 5.26 0.30 3.91  0.351
H 6.47 -1.36 3.03  0.288
H 2.94 2.09 1.81  0.196
C -1.37 2.98 2.51  1.119
C -0.54 3.90 1.61  -0.542
O 0.83 3.64 1.83  -0.624
O -1.05 3.18 3.88  -0.664
H -1.08 1.93 2.39  -0.859
H -2.42 3.02 2.22  0.286
H -0.69 4.95 1.86  0.502
H -0.90 3.73 0.59  0.067
H 1.09 2.76 1.51  0.243
H -0.16 3.56 3.91  0.359
C 1.33 1.43 4.86  0.532
O 1.64 2.59 4.55  -0.657
N 0.83 0.56 3.94  -0.288
N 1.27 0.98 6.12  -0.413
H 0.33 -0.29 4.07  0.312
H 1.08 0.92 3.02  0.000
H 1.35 1.63 6.88  0.242
H 1.00 0.03 6.26  0.161
C -2.23 0.77 -3.84  0.612
O -2.99 -0.15 -3.51  -0.623
N -1.61 1.55 -2.96  0.073
N -1.81 0.87 -5.17  -0.462
H -1.13 2.38 -3.25  0.087
H -1.74 1.36 -1.99  -0.269
H -1.73 1.85 -5.40  0.211
H -2.21 0.28 -5.88  0.231
C -4.41 1.19 0.68  0.470
O -4.06 0.66 1.73  -0.704
N -3.62 1.51 -0.37  -0.242
N -5.73 1.54 0.46  -0.443
H -4.01 1.76 -1.26  0.251
H -2.73 1.01 -0.41  0.208
H -6.12 1.74 -0.45  0.177
H -6.43 1.17 1.07  0.272
C -2.01 -1.32 4.02  0.276
O -1.65 -1.26 5.21  -0.747
N -1.82 -0.32 3.12  0.276
N -2.27 -2.51 3.45  -0.221
H -1.33 0.42 3.59  0.339
H -2.49 -0.15 2.37  -0.126
H -2.50 -3.28 4.06  0.202
H -2.41 -2.53 2.45  0.295
C 1.21 4.16 -2.97  0.514
O 1.17 5.18 -3.66  -0.737
N 1.48 4.15 -1.65  -0.231
N 1.19 2.92 -3.55  -0.198
H 1.30 3.38 -1.02  0.106
H 1.51 5.11 -1.34  0.222
H 1.29 2.09 -2.97  0.388
H 0.87 2.89 -4.50  0.169



Computed, not measured: a 9-piece molecular cluster, C16H50N4O16 overall at a distorted geometry, with ωB97M-V with the def2-TZVPD basis set.

* HOMO energy: -9.43 eV

Each line ends with the Mulliken charge.
Cartesian coordinates (Å):
N -4.71 1.83 0.12  -0.386
C -4.15 0.81 -0.58  0.541
N -4.31 0.81 -1.96  -0.500
O -3.60 -0.09 0.02  -0.618
H -4.42 1.92 1.05  0.222
H -5.11 2.61 -0.41  0.206
H -4.26 1.68 -2.48  0.245
H -3.84 0.04 -2.52  0.233
N 0.38 2.41 -1.69  -0.237
C -0.42 1.75 -0.87  0.323
N -0.20 0.43 -0.78  0.427
O -1.36 2.30 -0.27  -0.551
H 0.45 3.44 -1.62  0.240
H 0.95 1.80 -2.29  0.076
H 0.77 0.14 -0.70  0.141
H -0.73 -0.11 -0.09  -0.167
O -0.27 -4.62 3.47  -0.455
C 0.55 -5.59 2.73  -0.413
C 0.04 -5.44 1.33  -0.502
O 0.27 -4.09 0.93  -0.354
H -0.86 -4.97 4.17  0.266
H 1.59 -5.27 2.83  0.183
H 0.42 -6.57 3.20  0.429
H -1.03 -5.72 1.33  0.259
H 0.47 -6.07 0.55  0.322
H -0.20 -3.49 1.55  0.034
O 2.11 -0.84 0.63  -0.015
C 3.20 -0.23 1.36  -0.793
C 3.18 1.27 1.12  0.022
O 3.48 1.52 -0.19  -0.593
H 1.59 -1.34 1.26  0.087
H 3.03 -0.46 2.36  0.473
H 4.16 -0.66 0.96  0.188
H 3.80 1.88 1.76  0.570
H 2.13 1.59 1.39  -0.152
H 3.10 0.80 -0.65  0.270
O -0.10 -1.64 -3.16  -0.563
C -0.85 -2.87 -3.47  -0.564
C -0.80 -3.85 -2.31  -0.241
O -1.43 -3.15 -1.18  -0.418
H -0.32 -1.28 -2.30  0.322
H -1.88 -2.70 -3.75  0.281
H -0.31 -3.14 -4.37  0.354
H 0.30 -4.07 -2.02  0.169
H -1.42 -4.77 -2.56  0.284
H -0.80 -3.11 -0.49  0.258
O 0.03 5.20 -1.49  -0.613
C 1.18 5.90 -1.03  -0.404
C 1.57 5.38 0.30  -0.056
O 0.60 5.52 1.29  -0.588
H -0.78 5.53 -1.11  0.292
H 1.97 5.86 -1.80  0.326
H 0.93 7.01 -0.90  0.260
H 2.42 5.86 0.73  0.388
H 1.88 4.37 0.32  -0.087
H -0.23 5.00 1.11  0.345
O 0.65 -1.77 2.75  -0.548
C -0.64 -1.24 3.15  -0.394
C -1.75 -1.71 2.27  -0.660
O -1.43 -1.37 0.93  -0.038
H 1.14 -2.25 3.44  0.211
H -0.85 -1.61 4.16  0.376
H -0.58 -0.15 3.12  0.308
H -2.71 -1.20 2.46  0.320
H -1.97 -2.78 2.35  0.300
H -2.21 -1.22 0.43  0.275
O -1.91 4.78 0.68  -0.670
C -2.67 4.60 1.92  -0.595
C -2.09 3.39 2.64  -0.371
O -2.50 2.16 2.15  -0.503
H -1.92 3.89 0.13  0.621
H -2.57 5.55 2.43  0.384
H -3.69 4.37 1.67  0.301
H -2.40 3.48 3.71  0.341
H -1.00 3.41 2.63  0.254
H -2.04 1.82 1.39  0.235
O 2.94 -3.46 -3.29  -0.434
C 3.88 -2.50 -3.81  -0.560
C 3.82 -1.35 -2.80  -0.286
O 2.67 -0.58 -3.04  -0.489
H 2.92 -4.16 -3.93  0.255
H 4.88 -3.00 -3.96  0.395
H 3.52 -2.04 -4.75  0.283
H 4.67 -0.69 -2.95  0.425
H 3.81 -1.75 -1.77  0.118
H 1.86 -1.14 -2.95  0.383



Computed, not measured: a 12-piece molecular cluster, C16H52N20O12 overall at a distorted geometry, with ωB97M-V with the def2-TZVPD basis set.

* HOMO energy: -8.94 eV

Each line ends with the Mulliken charge.
Cartesian coordinates (Å):
C -0.35 -3.71 0.36  0.541
C -1.62 -4.39 -0.23  0.326
N -2.06 -5.58 0.35  -0.413
O -2.22 -3.95 -1.22  -0.719
H -0.59 -3.32 1.37  -0.356
H -0.20 -2.78 -0.16  -0.600
H 0.59 -4.27 0.32  0.627
H -1.89 -5.71 1.32  0.195
H -2.76 -6.14 -0.16  0.269
C 1.04 -3.39 3.74  -0.595
C 2.31 -3.44 2.92  0.674
N 2.80 -4.69 2.65  -0.388
O 2.95 -2.43 2.59  -0.685
H 0.31 -4.00 3.21  0.188
H 0.59 -2.41 3.61  -0.103
H 0.98 -3.74 4.73  0.543
H 3.73 -4.71 2.27  0.262
H 2.24 -5.52 2.74  0.185
C 0.64 -2.51 -3.26  0.138
C 1.84 -2.17 -4.11  0.243
N 1.66 -1.28 -5.13  -0.234
O 2.97 -2.61 -3.98  -0.710
H 0.47 -3.62 -3.14  0.349
H -0.27 -2.16 -3.81  0.090
H 0.72 -1.89 -2.34  -0.259
H 0.72 -1.02 -5.43  0.138
H 2.46 -1.24 -5.70  0.191
C 2.74 3.85 -2.67  -1.055
C 2.34 2.44 -2.41  0.749
N 1.14 2.01 -2.97  0.035
O 3.04 1.75 -1.71  -0.726
H 2.31 4.49 -1.91  0.181
H 2.29 4.19 -3.61  0.332
H 3.84 3.97 -2.64  0.340
H 0.90 1.07 -2.76  -0.166
H 0.60 2.43 -3.72  0.150
N 4.56 2.70 4.57  -0.354
C 3.83 1.67 5.06  0.620
N 4.03 0.42 4.45  -0.379
O 3.05 1.75 6.00  -0.691
H 5.29 2.64 3.87  0.179
H 4.62 3.53 5.11  0.241
H 3.32 -0.25 4.70  0.174
H 4.40 0.29 3.52  0.206
N -2.19 -1.03 -1.11  1.470
C -3.47 -0.50 -1.10  0.059
N -4.43 -1.45 -1.06  -0.327
O -3.70 0.72 -0.99  -0.725
H -2.13 -1.97 -1.50  -0.115
H -1.43 -0.36 -0.97  -0.504
H -4.13 -2.39 -1.11  0.191
H -5.31 -1.20 -1.51  0.276
N -2.05 2.93 -1.68  -0.135
C -2.58 2.93 -2.98  0.285
N -3.91 2.74 -3.00  -0.236
O -1.80 3.01 -3.93  -0.711
H -1.03 2.88 -1.71  0.067
H -2.43 2.21 -1.03  0.262
H -4.38 2.52 -3.85  0.204
H -4.37 2.89 -2.10  0.230
N -3.42 -1.82 2.22  -0.361
C -2.36 -1.05 2.61  0.676
N -2.24 0.11 1.99  -0.015
O -1.56 -1.44 3.44  -0.700
H -4.09 -1.63 1.51  0.119
H -3.59 -2.70 2.69  0.248
H -2.88 0.42 1.29  0.184
H -1.70 0.83 2.46  0.185
N 0.29 0.91 4.92  -0.416
C 0.16 2.02 4.09  0.534
N 0.89 3.10 4.38  -0.431
O -0.52 2.01 3.08  -0.718
H -0.20 0.08 4.53  0.179
H 0.98 0.75 5.61  0.260
H 1.69 2.93 4.98  0.194
H 0.96 3.84 3.66  0.337
N -0.99 4.31 1.04  -0.372
C 0.18 4.22 0.37  0.421
N 1.16 3.51 1.06  -0.372
O 0.35 4.77 -0.76  -0.635
H -1.11 3.70 1.86  0.271
H -1.84 4.61 0.52  0.285
H 1.91 3.16 0.43  0.187
H 0.90 2.80 1.72  0.059
N -1.51 1.29 -6.03  -0.248
C -1.46 0.06 -5.41  0.344
N -2.00 -0.03 -4.11  -0.080
O -1.10 -0.99 -5.95  -0.733
H -1.11 1.26 -7.00  0.225
H -1.85 2.14 -5.53  0.270
H -1.62 -0.86 -3.72  0.165
H -1.89 0.73 -3.45  0.151
N 0.62 -0.82 1.50  1.241
C 0.78 -0.15 0.29  -0.416
N 1.96 -0.46 -0.30  -0.029
O -0.13 0.42 -0.28  -0.305
H 1.46 -1.16 1.95  -0.138
H -0.07 -0.53 2.19  -1.038
H 2.24 0.27 -0.90  0.244
H 2.68 -0.83 0.31  0.206



Computed energy relative to the best compared isomer or geometry (same formula, charge and spin) (kcal per mole) in order:
29.1; 432.2; 0.0; 0.0; 0.0